# 1
Molecular formula: C3H5N4O4
Method: DFT, ωB97M-V/def2-TZVPD

2S+1 ... 3
Total energy ... -637.1431 hartree
⟨S²⟩ ... 2.02
Net charge ... -1

Each atom is followed by the atoms it is bonded to, with distances in Å.
Positions of all 16 atoms, in Å:
1 C -0.371 -0.412 2.214  C3 1.523, N5 1.372, O9 1.204
2 C -0.332 -0.317 -0.332  C3 1.528, N7 1.384, O10 1.235
3 C 0.359 -0.814 0.938  C1 1.523, C2 1.528, H12 1.039, H13 1.004
4 N 1.679 -0.769 -1.576  N7 1.360, O11 1.301
5 N -0.931 0.840 2.168  C1 1.372, H14 1.050, H15 1.002
6 N -0.322 0.712 -2.667  N7 1.692, O8 1.292, H16 1.031
7 N 0.431 -0.234 -1.483  C2 1.384, N4 1.360, N6 1.692
8 O -0.517 1.861 -2.109  N6 1.292
9 O -0.196 -1.171 3.131  C1 1.204
10 O -1.546 -0.096 -0.391  C2 1.235
11 O 2.329 -0.508 -2.673  N4 1.301
12 H 0.275 -1.850 0.936  C3 1.039
13 H 1.316 -0.513 0.957  C3 1.004
14 H -1.228 1.193 1.225  N5 1.050
15 H -1.392 1.175 2.991  N5 1.002
16 H 0.446 0.901 -3.328  N6 1.031

Here are the natural (NBO) charges for atoms 1 to 2, given in e: number 1, C, carries 0.703; number 2, C, carries 0.596


# 2
Molecular formula: C4H6NP
Method: DFT, ωB97M-V/def2-TZVPD

Energy relative to the best compared isomer or geometry (same formula, charge and spin) ... 217.8 kJ/mol
SMILES ... [H]/P=C\CC=C=N

Each atom is followed by the atoms it is bonded to, with distances in Å.
Positions of all 12 atoms, in Å:
1 H 2.361 0.380 -1.379  P2 1.309
2 P 2.624 0.915 -0.214  H1 1.309, C3 1.673
3 C 1.339 0.072 0.445  P2 1.673, C4 1.506, H8 1.095
4 C 0.363 -0.763 -0.343  C3 1.506, C5 1.524, H9 1.138, H10 1.130
5 C -1.035 -0.788 0.264  C4 1.524, C6 1.327, H11 1.073
6 C -1.774 0.313 0.287  C5 1.327, N7 1.222
7 N -2.421 1.295 -0.048  C6 1.222, H12 0.982
8 H 1.072 0.197 1.500  C3 1.095
9 H 0.417 -0.424 -1.427  C4 1.138
10 H 0.871 -1.771 -0.402  C4 1.130
11 H -1.517 -1.547 0.850  C5 1.073
12 H -2.302 2.121 0.468  N7 0.982

Here are the natural (NBO) charges for atoms 1 to 2, given in e: number 1, H, carries -0.088; number 2, P, carries 0.412


# 3
Molecular formula: C9H20ClN2O3
Method: DFT, ωB97M-V/def2-TZVPD

Total energy ... -1149.9641 hartree
Net charge ... +1

Each atom is followed by the atoms it is bonded to, with distances in Å.
Positions of all 35 atoms, in Å:
1 C 4.569 1.830 0.594  C2 1.572, H10 1.106, H11 1.104, H12 1.107
2 C 3.563 1.495 1.754  C1 1.572, C3 1.517, H13 1.105, H14 1.108
3 C 2.124 1.529 1.274  C2 1.517, C4 1.428, C9 1.422
4 C 1.511 0.463 0.548  C3 1.428, C5 1.417, H15 1.095
5 C 0.145 0.626 0.207  C4 1.417, N6 1.328, H16 1.106
6 N -0.680 1.636 0.457  C5 1.328, N7 1.305
7 N -0.027 2.579 1.081  N6 1.305, Cl8 1.726, C9 1.318
8 Cl -0.987 3.975 1.411  N7 1.726
9 C 1.227 2.612 1.486  C3 1.422, N7 1.318, H17 1.099
10 H 4.219 2.746 0.084  C1 1.106
11 H 4.671 1.005 -0.132  C1 1.104
12 H 5.546 2.035 1.075  C1 1.107
13 H 3.708 2.217 2.577  C2 1.105
14 H 3.805 0.483 2.137  C2 1.108
15 H 2.039 -0.450 0.252  C4 1.095
16 H -0.331 -0.218 -0.326  C5 1.106
17 H 1.595 3.501 2.017  C9 1.099
18 C -3.673 -0.970 1.770  O19 1.427, H20 1.088, H21 1.092, H22 1.090
19 O -2.917 -0.016 2.516  C18 1.427, H23 0.961
20 H -4.617 -1.145 2.282  C18 1.088
21 H -3.872 -0.583 0.769  C18 1.092
22 H -3.119 -1.905 1.702  C18 1.090
23 H -2.094 0.116 2.039  O19 0.961
24 C -1.683 -3.755 -0.745  O25 1.424, H26 1.088, H27 1.092, H28 1.094
25 O -2.489 -2.581 -0.713  C24 1.424, H29 0.964
26 H -1.840 -4.306 0.180  C24 1.088
27 H -1.970 -4.383 -1.591  C24 1.092
28 H -0.627 -3.484 -0.829  C24 1.094
29 H -2.336 -2.109 -1.540  O25 0.964
30 C -0.994 -0.135 -3.656  O31 1.426, H32 1.089, H33 1.094, H34 1.091
31 O -0.988 -1.541 -3.422  C30 1.426, H35 0.963
32 H -1.565 0.346 -2.863  C30 1.089
33 H 0.029 0.251 -3.648  C30 1.094
34 H -1.462 0.084 -4.617  C30 1.091
35 H -0.481 -1.949 -4.132  O31 0.963

Here are the natural (NBO) charges for atoms 1 to 2, given in e: number 1, C, carries -0.595; number 2, C, carries -0.450


# 4
Molecular formula: C5H7N3
Method: DFT, ωB97M-V/def2-TZVPD

Energy relative to the best compared isomer or geometry (same formula, charge and spin) ... 559.9 kJ/mol
SMILES ... C=C=C/N=C\C=N\N

Each atom is followed by the atoms it is bonded to, with distances in Å.
Positions of all 15 atoms, in Å:
1 C -0.710 -2.288 0.172  C2 1.287, H9 1.139, H10 1.113
2 C 0.181 -1.369 0.039  C1 1.287, C3 1.336
3 C 1.456 -0.972 -0.026  C2 1.336, N4 1.390, H11 1.179
4 N 2.176 0.200 0.176  C3 1.390, C5 1.277
5 C 1.593 1.332 0.273  N4 1.277, C6 1.421, H12 1.072
6 C 0.250 1.659 -0.057  C5 1.421, N7 1.253, H13 0.982
7 N -0.592 0.764 0.191  C6 1.253, N8 1.386
8 N -1.931 0.928 -0.124  N7 1.386, H14 1.020, H15 0.994
9 H -0.679 -3.104 0.967  C1 1.139
10 H -1.697 -2.126 -0.315  C1 1.113
11 H 2.239 -1.670 -0.564  C3 1.179
12 H 2.206 2.191 0.463  C5 1.072
13 H 0.183 2.561 -0.437  C6 0.982
14 H -2.230 1.810 -0.541  N8 1.020
15 H -2.446 0.083 -0.218  N8 0.994

Here are the natural (NBO) charges for atoms 1 to 2, given in e: number 1, C, carries -0.527; number 2, C, carries 0.118


# 5
Molecular formula: C19H41BNO
Method: DFT, ωB97M-V/def2-TZVPD

Total energy ... -903.1167 hartree
Net charge ... -1

Each atom is followed by the atoms it is bonded to, with distances in Å.
Positions of all 63 atoms, in Å:
1 B -1.579 -1.837 1.473  C2 1.645, H12 1.178, H13 1.197
2 C -3.174 -2.188 1.663  B1 1.645, C3 1.640, H14 1.193, H15 1.194
3 C -3.909 -2.806 0.333  C2 1.640, C4 1.639, H16 1.194, H17 1.192
4 C -3.784 -1.888 -1.020  C3 1.639, C5 1.672, H18 1.194, H19 1.174
5 C -3.267 -2.752 -2.355  C4 1.672, C6 1.672, H20 1.183, H21 1.188
6 C -1.599 -2.771 -2.471  C5 1.672, C7 1.639, H22 1.170, H23 1.187
7 C -1.084 -4.302 -2.745  C6 1.639, C8 1.639, H24 1.193, H25 1.170
8 C 0.530 -4.536 -2.593  C7 1.639, C9 1.639, H26 1.189, H27 1.194
9 C 1.346 -3.323 -1.852  C8 1.639, C10 1.656, H28 1.190, H29 1.183
10 C 2.924 -3.679 -1.502  C9 1.656, C11 1.667, H30 1.180, H31 1.175
11 C 3.627 -2.231 -1.065  C10 1.667, H32 1.172, H33 1.184, H34 1.194
12 H -0.766 -2.684 1.375  B1 1.178
13 H -1.212 -0.702 1.368  B1 1.197
14 H -3.763 -1.270 2.147  C2 1.193
15 H -3.227 -3.044 2.494  C2 1.194
16 H -5.067 -2.901 0.609  C3 1.194
17 H -3.551 -3.930 0.164  C3 1.192
18 H -4.897 -1.559 -1.299  C4 1.194
19 H -3.185 -0.887 -0.888  C4 1.174
20 H -3.724 -3.841 -2.291  C5 1.183
21 H -3.653 -2.233 -3.350  C5 1.188
22 H -1.215 -2.283 -1.479  C6 1.170
23 H -1.272 -2.083 -3.382  C6 1.187
24 H -1.385 -4.595 -3.862  C7 1.193
25 H -1.636 -5.044 -2.027  C7 1.170
26 H 0.983 -4.740 -3.673  C8 1.189
27 H 0.663 -5.555 -1.986  C8 1.194
28 H 1.360 -2.350 -2.538  C9 1.190
29 H 0.794 -3.026 -0.848  C9 1.183
30 H 3.430 -4.090 -2.486  C10 1.180
31 H 3.054 -4.418 -0.598  C10 1.175
32 H 4.480 -2.354 -0.270  C11 1.172
33 H 2.753 -1.551 -0.644  C11 1.184
34 H 4.010 -1.673 -2.048  C11 1.194
35 C -0.998 4.104 0.098  C36 1.545, H46 1.095, H47 1.097, H48 1.094
36 C 0.340 3.332 0.123  C35 1.545, C37 1.551, N41 1.475, C45 1.556
37 C 1.522 4.333 0.035  C36 1.551, C38 1.525, H49 1.097, H50 1.100
38 C 1.756 5.176 1.283  C37 1.525, C39 1.524, H51 1.097, H52 1.096
39 C 1.304 4.503 2.573  C38 1.524, C40 1.550, H53 1.098, H54 1.098
40 C 1.222 2.956 2.506  C39 1.550, N41 1.474, C43 1.553, C44 1.546
41 N 0.323 2.590 1.397  C36 1.475, C40 1.474, O42 1.387
42 O 0.157 1.220 1.258  N41 1.387
43 C 0.582 2.496 3.844  C40 1.553, H55 1.097, H56 1.097, H57 1.096
44 C 2.647 2.362 2.427  C40 1.546, H58 1.098, H59 1.094, H60 1.095
45 C 0.408 2.483 -1.180  C36 1.556, H61 1.098, H62 1.095, H63 1.096
46 H -1.851 3.418 0.119  C35 1.095
47 H -1.091 4.713 -0.810  C35 1.097
48 H -1.100 4.778 0.953  C35 1.094
49 H 2.446 3.783 -0.183  C37 1.097
50 H 1.386 5.009 -0.823  C37 1.100
51 H 2.823 5.421 1.347  C38 1.097
52 H 1.236 6.136 1.185  C38 1.096
53 H 1.965 4.820 3.391  C39 1.098
54 H 0.315 4.902 2.833  C39 1.098
55 H -0.451 2.854 3.931  C43 1.097
56 H 1.139 2.892 4.703  C43 1.097
57 H 0.570 1.404 3.944  C43 1.096
58 H 3.244 2.679 3.292  C44 1.098
59 H 3.192 2.674 1.531  C44 1.094
60 H 2.633 1.267 2.437  C44 1.095
61 H 0.359 3.127 -2.068  C45 1.098
62 H -0.429 1.780 -1.260  C45 1.095
63 H 1.344 1.916 -1.241  C45 1.096

Here are the natural (NBO) charges for atoms 1 to 2, given in e: number 1, B, carries 0.465; number 2, C, carries -0.779


# 6
Molecular formula: C26H44NO9P2
Method: DFT, ωB97M-V/def2-TZVPD

Total energy ... -2431.6096 hartree
Net charge ... +1

Each atom is followed by the atoms it is bonded to, with distances in Å.
Positions of all 82 atoms, in Å:
1 C -2.532 3.195 -4.725  C2 1.527, H27 1.088, H28 1.088, H29 1.087
2 C -3.405 2.154 -5.423  C1 1.527, C3 1.548, H30 1.087, H31 1.087
3 C -3.194 0.680 -5.001  C2 1.548, C4 1.521, H32 1.089, H33 1.089
4 C -1.965 0.397 -4.150  C3 1.521, C5 1.540, H34 1.089, H35 1.093
5 C -1.626 -1.103 -4.060  C4 1.540, C6 1.524, H36 1.088, H37 1.092
6 C -0.179 -1.385 -4.443  C5 1.524, C7 1.545, H38 1.089, H39 1.087
7 C 0.826 -0.687 -3.497  C6 1.545, C8 1.546, H40 1.095, H41 1.087
8 C 1.595 0.500 -4.121  C7 1.546, C9 1.541, H42 1.086, H43 1.087
9 C 1.380 1.855 -3.419  C8 1.541, C10 1.529, H44 1.096, H45 1.087
10 C 2.554 2.292 -2.543  C9 1.529, C11 1.537, H46 1.089, H47 1.087
11 C 2.612 1.623 -1.159  C10 1.537, C12 1.554, H48 1.086, H49 1.090
12 C 1.902 2.442 -0.046  C11 1.554, C13 1.488, H50 1.090, H51 1.086
13 C 1.043 1.610 0.839  C12 1.488, C14 1.386, N26 1.355
14 C 1.342 1.381 2.173  C13 1.386, C15 1.396, H52 1.076
15 C 0.508 0.576 2.951  C14 1.396, C16 1.515, C19 1.390
16 C 0.816 0.356 4.418  C15 1.515, O17 1.187, O18 1.337
17 O 0.107 0.785 5.268  C16 1.187
18 O 1.924 -0.341 4.688  C16 1.337, H53 0.965
19 C -0.623 0.001 2.384  C15 1.390, C20 1.385, H54 1.077
20 C -0.911 0.226 1.048  C19 1.385, P21 1.822, N26 1.358
21 P -2.433 -0.459 0.315  C20 1.822, P22 2.189, H55 1.400
22 P -2.229 -2.634 0.470  P21 2.189, O23 1.458, O24 1.584, O25 1.589
23 O -3.378 -3.178 -0.243  P22 1.458
24 O -0.828 -3.115 -0.092  P22 1.584, H56 0.965
25 O -2.123 -2.964 2.020  P22 1.589, H57 0.967
26 N -0.061 1.009 0.335  C13 1.355, C20 1.358, H58 1.017
27 H -1.559 3.289 -5.204  C1 1.088
28 H -2.379 2.981 -3.670  C1 1.088
29 H -2.995 4.177 -4.786  C1 1.087
30 H -3.245 2.233 -6.496  C2 1.087
31 H -4.449 2.411 -5.259  C2 1.087
32 H -4.091 0.314 -4.503  C3 1.089
33 H -3.092 0.074 -5.901  C3 1.089
34 H -1.115 0.928 -4.577  C4 1.089
35 H -2.103 0.807 -3.146  C4 1.093
36 H -2.286 -1.672 -4.713  C5 1.088
37 H -1.781 -1.485 -3.049  C5 1.092
38 H -0.036 -1.008 -5.454  C6 1.089
39 H 0.009 -2.455 -4.437  C6 1.087
40 H 0.251 -0.281 -2.658  C7 1.095
41 H 1.528 -1.416 -3.099  C7 1.087
42 H 1.262 0.607 -5.150  C8 1.086
43 H 2.662 0.294 -4.131  C8 1.087
44 H 0.485 1.791 -2.789  C9 1.096
45 H 1.200 2.639 -4.151  C9 1.087
46 H 2.522 3.370 -2.391  C10 1.089
47 H 3.490 2.083 -3.056  C10 1.087
48 H 3.658 1.553 -0.876  C11 1.086
49 H 2.212 0.610 -1.196  C11 1.090
50 H 1.322 3.264 -0.465  C12 1.090
51 H 2.646 2.891 0.606  C12 1.086
52 H 2.227 1.846 2.571  C14 1.076
53 H 2.442 -0.530 3.895  O18 0.965
54 H -1.277 -0.601 2.993  C19 1.077
55 H -2.151 -0.297 -1.047  P21 1.400
56 H -0.094 -2.556 0.191  O24 0.965
57 H -2.815 -2.513 2.523  O25 0.967
58 H -0.264 1.168 -0.648  N26 1.017
59 O 3.497 4.239 3.045  C60 1.202
60 C 2.717 4.402 3.945  O59 1.202, O61 1.342, C64 1.515
61 O 1.963 5.506 4.065  C60 1.342, C62 1.450
62 C 1.139 5.434 5.256  O61 1.450, C63 1.523, H65 1.090, H66 1.086
63 C 1.051 3.943 5.554  C62 1.523, C64 1.519, H67 1.087, H68 1.091
64 C 2.399 3.438 5.070  C60 1.515, C63 1.519, H69 1.091, H70 1.079
65 H 1.623 5.997 6.054  C62 1.090
66 H 0.182 5.894 5.032  C62 1.086
67 H 0.846 3.725 6.599  C63 1.087
68 H 0.250 3.499 4.959  C63 1.091
69 H 3.182 3.496 5.826  C64 1.091
70 H 2.359 2.427 4.694  C64 1.079
71 O 1.614 -7.656 4.482  C72 1.191
72 C 0.724 -7.189 3.844  O71 1.191, O73 1.363, C76 1.519
73 O 0.602 -5.846 3.650  C72 1.363, C74 1.434
74 C -0.605 -5.550 2.933  O73 1.434, C75 1.526, H77 1.093, H78 1.084
75 C -0.965 -6.837 2.197  C74 1.526, C76 1.529, H79 1.088, H80 1.091
76 C -0.429 -7.901 3.156  C72 1.519, C75 1.529, H81 1.091, H82 1.086
77 H -1.372 -5.256 3.654  C74 1.093
78 H -0.407 -4.719 2.267  C74 1.084
79 H -2.028 -6.920 1.978  C75 1.088
80 H -0.422 -6.885 1.253  C75 1.091
81 H -1.158 -8.179 3.917  C76 1.091
82 H -0.071 -8.796 2.657  C76 1.086

Here are the Mulliken charges for atoms 1 to 2, given in e: number 1, C, carries -1.022; number 2, C, carries -0.489


no.,F_max (eV/A)
1,4.55
2,3.13
3,2.44
4,5.19
5,2.65
6,1.00